Entry 1:
Here is one molecule with the formula C19H23NO2 from the Open Molecules 2025 dataset. Energies are from the ωB97M-V functional and the def2-TZVPD basis.

Calculated values
SMILES string ... COc1cccc(CN[C@H]2CCCc3ccccc32)c1OC
E_tot ... -25660.9530 eV

ORCA input file:
```
! RIJCOSX wB97M-V def2-TZVPD def2/J DEFGRID3
* xyz 0 1
C -2.7988 -2.6348 0.0851
O -3.7170 -1.5611 -0.0101
C -3.1582 -0.3590 -0.4031
C -3.5631 0.1846 -1.6158
C -3.0311 1.3787 -2.0613
C -2.0726 2.0296 -1.3052
C -1.6703 1.5229 -0.0787
C -0.5867 2.1919 0.7362
N 0.6222 1.3984 0.8539
C 1.3215 1.1460 -0.4122
C 2.5239 2.0904 -0.5011
C 3.5573 1.6692 0.5340
C 4.1217 0.3036 0.1630
C 3.0429 -0.6974 -0.1437
C 3.3509 -2.0537 -0.1477
C 2.3984 -3.0048 -0.4582
C 1.1118 -2.6065 -0.7818
C 0.7955 -1.2622 -0.7837
C 1.7475 -0.2991 -0.4639
C -2.2301 0.3290 0.3878
O -1.7983 -0.1552 1.6093
C -2.8083 -0.3199 2.5873
H -3.3620 -3.4777 0.4821
H -1.9614 -2.4055 0.7492
H -2.4071 -2.8926 -0.9052
H -4.2933 -0.3559 -2.1981
H -3.3488 1.7906 -3.0070
H -1.6397 2.9537 -1.6604
H -0.9490 2.3720 1.7529
H -0.3259 3.1533 0.2856
H 0.3934 0.5216 1.3109
H 0.6478 1.3363 -1.2632
H 2.1893 3.1106 -0.3097
H 2.9529 2.0479 -1.5046
H 3.0628 1.6173 1.5050
H 4.3652 2.4009 0.5940
H 4.7563 -0.0782 0.9665
H 4.7535 0.4042 -0.7270
H 4.3570 -2.3633 0.1000
H 2.6572 -4.0536 -0.4509
H 0.3611 -3.3420 -1.0326
H -0.2057 -0.9424 -1.0401
H -3.6119 -0.9753 2.2450
H -3.2351 0.6496 2.8661
H -2.3155 -0.7621 3.4517
*
```

Atomic partial charges in e from the Löwdin method, atoms 1 to 2: -0.07, -0.11



Entry 2:
Here is one molecule with the formula C19H23NO4S from the Open Molecules 2025 dataset. Energies are from the ωB97M-V functional and the def2-TZVPD basis.

Calculated values
SMILES string ... COc1ccc(S(=O)(=O)CCC(=O)NCCc2cccc(C)c2)cc1
E_tot ... -40591.9699 eV

ORCA input file:
```
! RIJCOSX wB97M-V def2-TZVPD def2/J DEFGRID3
* xyz 0 1
C -5.2193 -2.6586 4.3227
O -5.2063 -1.4291 3.6324
C -4.2847 -1.2298 2.6643
C -3.3173 -2.1577 2.2811
C -2.4207 -1.8389 1.2754
C -2.4838 -0.6078 0.6560
S -1.2961 -0.1750 -0.6121
O -0.6078 -1.3869 -1.0019
O -1.9606 0.5669 -1.6471
C -0.1407 0.9454 0.2465
C 0.6406 0.2119 1.3256
C 2.0340 -0.1958 0.8314
O 3.0396 0.3446 1.2459
N 2.0227 -1.2021 -0.0571
C 3.2067 -1.5725 -0.7989
C 3.0500 -1.2254 -2.2867
C 2.5705 0.1914 -2.4495
C 1.3131 0.4553 -2.9783
C 0.8525 1.7575 -3.0660
C 1.6381 2.8049 -2.6144
C 2.8985 2.5617 -2.0837
C 3.7604 3.6765 -1.5740
C 3.3536 1.2515 -2.0154
C -3.4454 0.3203 1.0211
C -4.3426 0.0124 2.0188
H -4.2816 -2.8254 4.8612
H -6.0366 -2.5837 5.0376
H -5.4071 -3.4965 3.6450
H -3.2559 -3.1251 2.7527
H -1.6770 -2.5505 0.9515
H -0.7820 1.7226 0.6543
H 0.5007 1.3794 -0.5176
H 0.7863 0.8600 2.1915
H 0.0870 -0.6741 1.6439
H 1.1307 -1.4941 -0.4488
H 3.3878 -2.6462 -0.6835
H 4.0396 -1.0225 -0.3553
H 2.3256 -1.9053 -2.7387
H 4.0132 -1.3652 -2.7824
H 0.6834 -0.3570 -3.3080
H -0.1321 1.9487 -3.4648
H 1.2681 3.8189 -2.6725
H 4.6845 3.7353 -2.1481
H 3.2470 4.6322 -1.6443
H 4.0258 3.4948 -0.5334
H 4.3325 1.0588 -1.6009
H -3.4886 1.2644 0.5016
H -5.1063 0.7097 2.3234
*
```

Atomic partial charges in e from the Löwdin method, atoms 1 to 2: -0.08, -0.07



Entry 3:
Here is one molecule with the formula C19H23NO5S from the Open Molecules 2025 dataset. Energies are from the ωB97M-V functional and the def2-TZVPD basis.

Calculated values
SMILES string ... CCOc1ccccc1C(=O)N(Cc1ccc(C)o1)[C@H]1CCS(=O)(=O)C1
E_tot ... -42638.5597 eV

ORCA input file:
```
! RIJCOSX wB97M-V def2-TZVPD def2/J DEFGRID3
* xyz 0 1
C -3.3651 -3.7756 0.2512
C -2.8852 -2.7631 1.2851
O -1.9416 -1.8507 0.7562
C -2.3445 -0.8990 -0.1357
C -3.6609 -0.5284 -0.3824
C -3.9405 0.4836 -1.2862
C -2.9230 1.1291 -1.9630
C -1.6092 0.7604 -1.7279
C -1.3122 -0.2320 -0.8104
C 0.1085 -0.6704 -0.6283
O 0.6840 -1.2975 -1.4984
N 0.7003 -0.3261 0.5440
C 0.0635 0.5973 1.4696
C 0.0877 2.0001 0.9538
C -0.9096 2.8606 0.6090
C -0.2732 4.0317 0.1260
C 1.0675 3.8018 0.2032
C 2.2403 4.6373 -0.1635
O 1.2926 2.5691 0.7100
C 2.1075 -0.6504 0.7578
C 2.3532 -2.1858 0.6995
C 3.2243 -2.5410 -0.4849
S 4.3626 -1.1329 -0.4894
O 5.0193 -0.9298 -1.7506
O 5.1971 -1.1815 0.6821
C 3.0262 0.0680 -0.2248
H -3.8951 -3.2813 -0.5593
H -4.0300 -4.4940 0.7227
H -2.5128 -4.3031 -0.1694
H -3.7322 -2.2296 1.7346
H -2.3401 -3.2734 2.0839
H -4.4783 -1.0176 0.1237
H -4.9694 0.7600 -1.4626
H -3.1481 1.9096 -2.6726
H -0.8020 1.2449 -2.2560
H -0.9721 0.3009 1.6375
H 0.5955 0.5365 2.4232
H -1.9625 2.6839 0.6872
H -0.7519 4.9197 -0.2320
H 2.8785 4.8005 0.7039
H 2.8362 4.1411 -0.9289
H 1.9017 5.5965 -0.5423
H 2.3502 -0.3126 1.7679
H 1.3920 -2.6978 0.6525
H 2.8655 -2.4875 1.6137
H 2.6788 -2.5066 -1.4226
H 3.7592 -3.4760 -0.3665
H 3.4088 1.0086 0.1544
H 2.5583 0.2026 -1.1946
*
```

Atomic partial charges in e from the Löwdin method, atoms 1 to 2: -0.06, -0.24



Entry 4:
Here is C19H24AsBrCoN2O6 as an isolated structure from the Open Molecules 2025 dataset. Energies are from the ωB97M-V functional and the def2-TZVPD basis.

Calculated values
E_tot ... -203867.6821 eV

ORCA input file:
```
! RIJCOSX wB97M-V def2-TZVPD def2/J DEFGRID3
* xyz 0 4
Co 0.5547 0.4997 0.4792
C 4.3672 -0.1750 0.1242
C 3.5808 -0.2266 1.3599
N 2.2449 0.0176 1.4406
C 1.8829 0.0036 2.7815
C 3.0277 -0.1846 3.5417
N 4.0435 -0.3712 2.5865
C 3.2325 -0.1614 5.0478
O 2.2858 0.3986 5.7536
O 4.3263 -0.5280 5.4918
C 0.4537 0.4370 3.1718
O 0.2361 0.5448 4.4008
O -0.3160 0.6619 2.1827
H 4.2890 -1.1518 -0.3812
H 5.4027 -0.0127 0.2917
H 3.9356 0.5533 -0.5046
H 5.0192 -0.6258 2.8378
H 1.3517 0.4203 5.2653
Br -3.6564 3.1103 1.5294
C -2.8735 3.0304 -0.1760
C -3.6250 3.2229 -1.3399
C -3.1905 3.2006 -2.6680
C -1.8731 2.8207 -2.7789
C -1.0735 2.5370 -1.6783
C -1.5535 2.6514 -0.3978
C 0.4122 2.1397 -1.9278
O 0.8152 2.1879 -3.0594
O 1.0593 1.7658 -0.8827
H -4.6525 3.5252 -1.2206
H -3.8538 3.3951 -3.4406
H -1.3794 2.6668 -3.8192
H -0.9463 2.4304 0.4910
C 1.6393 -1.5503 -2.3636
C 0.0432 -1.6169 -2.4079
As -0.7603 -1.1952 -0.6568
C -2.6789 -0.8402 -0.9688
C -3.0116 -0.5050 -2.4350
C -0.7686 -2.9931 0.0686
C -1.5629 -3.0099 1.4207
H 2.0124 -2.1219 -3.2029
H 2.0346 -2.0333 -1.3774
H 2.0074 -0.5199 -2.3980
H -0.4738 -2.5779 -2.7701
H -0.4051 -0.9013 -3.0714
H -3.0023 -0.0292 -0.3104
H -3.1779 -1.7410 -0.6350
H -2.5522 0.3792 -2.7903
H -4.0707 -0.2407 -2.5143
H -2.6066 -1.3040 -3.0279
H 0.2450 -3.1748 0.3034
H -1.1465 -3.7272 -0.7080
H -1.1013 -2.4024 2.1154
H -1.6196 -4.0098 1.9130
H -2.5712 -2.6687 1.3141
*
```

Atomic partial charges in e from the Löwdin method, atoms 1 to 2: 0.59, 0.02



Entry 5:
Here is C19H24AsBrCrN4O2PS5 as an isolated structure from the Open Molecules 2025 dataset. Energies are from the ωB97M-V functional and the def2-TZVPD basis.

Calculated values
E_tot ... -252916.3505 eV

ORCA input file:
```
! RIJCOSX wB97M-V def2-TZVPD def2/J DEFGRID3
* xyz 0 2
Cr 0.1215 0.3965 0.6149
C 2.6345 2.5015 5.3008
C 1.4399 2.4673 4.3897
C 0.3141 3.2575 4.6117
C -0.7696 3.1855 3.7579
C -0.6817 2.3070 2.6939
Br -2.0612 2.1082 1.4327
N 0.3736 1.5441 2.4572
C 1.4127 1.6291 3.2888
H 2.6079 3.3783 5.9457
H 3.5637 2.5293 4.7308
H 2.6618 1.6175 5.9403
H 0.2899 3.9378 5.4544
H -1.6506 3.7953 3.8930
H 2.2612 1.0011 3.0440
S -3.8611 -1.4798 0.4355
As -1.8503 -1.8140 0.0750
S -0.9804 -0.2151 -1.2793
S -0.7409 -1.1613 1.9853
S -1.1143 -3.6766 -0.5826
C 4.2658 -3.0320 0.5733
N 4.4275 -1.7781 -0.2984
C 4.1457 -2.1936 -1.7535
N 2.8713 -2.7881 -1.8727
C 2.7425 -3.9501 -0.9927
N 2.9844 -3.6016 0.4093
C 1.9026 -2.7737 0.9677
P 1.7054 -1.1898 0.0405
C 3.5022 -0.6808 0.1421
C 1.7656 -1.8356 -1.6861
H 4.4393 -2.7227 1.6038
H 5.0472 -3.7205 0.2470
H 5.3911 -1.4511 -0.2337
H 4.9374 -2.8984 -2.0138
H 4.2248 -1.2901 -2.3572
H 3.4685 -4.7074 -1.2972
H 1.7326 -4.3462 -1.0840
H 2.0997 -2.5543 2.0189
H 0.9560 -3.3127 0.9040
H 3.7583 -0.4173 1.1695
H 3.6793 0.1910 -0.4877
H 1.8561 -0.9968 -2.3783
H 0.8153 -2.3341 -1.8770
O -1.9997 7.6036 -0.7174
C -1.3257 7.0930 0.3371
O -1.3468 7.6645 1.3913
C -0.5742 5.8209 0.1096
C -0.8531 4.9384 -0.9315
C -0.1442 3.7566 -1.0611
C 0.8633 3.4355 -0.1524
S 1.7223 1.8939 -0.2652
C 1.1533 4.3309 0.8779
C 0.4348 5.5046 1.0137
H -1.8104 7.0946 -1.5134
H -1.6614 5.1289 -1.6296
H -0.3918 3.0527 -1.8452
H 1.9394 4.0876 1.5825
H 0.6372 6.1932 1.8237
*
```

Atomic partial charges in e from the Löwdin method, atoms 1 to 2: -0.46, -0.04



Entry 6:
Here is C19H24BN6O2S3SbSe4Zr as an isolated structure from the Open Molecules 2025 dataset. Energies are from the ωB97M-V functional and the def2-TZVPD basis.

Calculated values
E_tot ... -335521.3096 eV

ORCA input file:
```
! RIJCOSX wB97M-V def2-TZVPD def2/J DEFGRID3
* xyz -2 1
Zr -0.0002 0.5533 0.4268
B -1.5291 2.8779 0.9166
N -0.9087 2.3251 2.2652
C -1.4661 2.1855 3.4698
C -0.5572 1.5507 4.3013
C 0.5633 1.3088 3.4991
N 0.3621 1.7891 2.2714
N -2.4605 1.7646 0.2521
C -3.7648 1.5458 0.4406
C -4.1563 0.5207 -0.4084
C -2.9866 0.1541 -1.0852
N -1.9693 0.9157 -0.6961
H -2.2065 3.8429 1.1589
H -0.6196 3.1115 0.1590
H -2.4681 2.5423 3.6572
H -0.6883 1.2711 5.3351
H 1.4875 0.8134 3.7401
H -4.3201 2.1219 1.1651
H -5.1411 0.0938 -0.5171
H -2.8210 -0.6253 -1.8114
O -1.2159 -0.5942 1.5185
C -0.9968 -1.8570 1.9345
C -1.3185 -2.2185 3.2322
C -1.0489 -3.4959 3.7002
C -0.4875 -4.4432 2.8598
C -0.1946 -4.0958 1.5518
C -0.4255 -2.8119 1.0709
C 0.0681 -2.4471 -0.2918
N -0.1940 -1.3161 -0.9534
C 0.5239 -1.3740 -2.1377
C 1.2155 -2.5298 -2.1715
N 0.8922 -3.1979 -1.0063
H -1.7514 -1.4584 3.8697
H -1.2564 -3.7430 4.7362
H -0.2228 -5.4270 3.2273
H 0.2633 -4.8308 0.9053
H 0.4961 -0.5660 -2.8496
H 1.9160 -2.9330 -2.8832
H 1.4777 -3.9467 -0.5900
C 0.0910 3.9822 -3.7995
S -0.9969 2.6921 -3.1828
C -2.2718 2.8368 -4.4481
H -0.3744 4.9659 -3.7010
H 0.3618 3.7990 -4.8420
H 0.9937 3.9296 -3.1925
H -1.8561 2.6640 -5.4450
H -2.7541 3.8190 -4.4270
H -3.0232 2.0731 -4.2395
C 4.4458 -0.5046 -2.1225
O 3.3306 0.1845 -1.5504
C 2.9023 1.3315 -1.9999
S 3.4305 2.0478 -3.4210
S 1.6338 2.0414 -0.9988
H 4.6554 -1.2985 -1.4162
H 5.2924 0.1697 -2.2122
H 4.1828 -0.8892 -3.1061
Se 5.7417 -1.1807 1.5449
Sb 3.6504 -2.3331 2.0145
Se 1.8909 -0.6174 1.2351
Se 3.1031 -2.6526 4.3707
Se 3.4803 -4.4373 0.6764
*
```

Atomic partial charges in e from the Löwdin method, atoms 1 to 2: 1.17, -0.44



Entry 7:
Here is one molecule with the formula C19H24ClN5O2S from the Open Molecules 2025 dataset. Energies are from the ωB97M-V functional and the def2-TZVPD basis.

Calculated values
SMILES string ... Cc1nc(NC(=O)CN2CCN(c3cccc(Cl)c3)CC2)sc1C(=O)N(C)C
E_tot ... -54996.4471 eV

ORCA input file:
```
! RIJCOSX wB97M-V def2-TZVPD def2/J DEFGRID3
* xyz 0 1
C 3.3210 -2.4603 1.0905
C 3.3433 -1.0194 1.4566
N 2.2307 -0.2691 1.2346
C 2.3789 0.9546 1.5979
N 1.4559 1.9537 1.5260
C 0.1402 1.9326 1.0858
O -0.4923 2.9576 1.1286
C -0.3491 0.5985 0.5834
N -1.7455 0.6279 0.2129
C -1.9979 1.4033 -0.9877
C -3.5041 1.4986 -1.2032
N -4.0674 0.1731 -1.3495
C -5.1724 -0.0506 -2.1433
C -6.2106 -0.9122 -1.7668
C -7.2705 -1.1615 -2.6161
C -7.3502 -0.5638 -3.8615
C -6.3251 0.2887 -4.2361
Cl -6.3785 1.0483 -5.7927
C -5.2511 0.5446 -3.4101
C -3.8054 -0.6275 -0.1771
C -2.2940 -0.7037 0.0502
S 3.9740 1.3285 2.2485
C 4.4125 -0.3401 1.9767
C 5.6903 -0.9333 2.4352
O 5.6836 -1.9827 3.0591
N 6.8313 -0.2716 2.1422
C 6.9223 0.8886 1.2918
C 8.0779 -0.7492 2.6937
H 4.0968 -2.9925 1.6318
H 2.3470 -2.8763 1.3341
H 3.4819 -2.5768 0.0189
H 1.7571 2.8607 1.8661
H 0.3133 0.2837 -0.2446
H -0.2074 -0.1278 1.3884
H -1.5922 2.4048 -0.8497
H -1.5257 0.9375 -1.8725
H -3.7177 2.1045 -2.0808
H -3.9426 1.9927 -0.3231
H -6.2070 -1.3770 -0.7941
H -8.0596 -1.8257 -2.2960
H -8.1800 -0.7514 -4.5227
H -4.4642 1.1914 -3.7626
H -4.1791 -1.6400 -0.3311
H -4.2784 -0.1950 0.7174
H -2.1000 -1.2810 0.9571
H -1.8317 -1.2291 -0.8055
H 7.8696 0.8532 0.7527
H 6.8878 1.8155 1.8729
H 6.1137 0.8980 0.5633
H 8.5587 0.0426 3.2716
H 8.7520 -1.0709 1.8966
H 7.8599 -1.5951 3.3423
*
```

Atomic partial charges in e from the Löwdin method, atoms 1 to 2: -0.01, -0.34



Entry 8:
Here is C19H24GeMoN3O5 as an isolated structure from the Open Molecules 2025 dataset. Energies are from the ωB97M-V functional and the def2-TZVPD basis.

Calculated values
E_tot ... -93162.1062 eV

ORCA input file:
```
! RIJCOSX wB97M-V def2-TZVPD def2/J DEFGRID3
* xyz 1 1
Mo 0.4978 -0.4190 -0.1364
C 3.8301 -0.1844 -0.0072
C 2.7826 -1.2440 0.1334
O 2.0206 -1.5145 -0.8810
N 2.8735 -2.0905 1.1977
C 1.6663 -2.6215 1.8222
C 1.0383 -1.5357 2.6735
C 0.9593 -1.6249 4.0503
C 0.4964 -0.5344 4.7748
C 0.1349 0.6231 4.1108
C 0.2161 0.6462 2.7279
N 0.6449 -0.4152 2.0374
H 4.0502 -0.0375 -1.0633
H 4.7414 -0.4690 0.5183
H 3.4925 0.7683 0.4098
H 3.5628 -1.7837 1.8747
H 1.9269 -3.4828 2.4355
H 0.9830 -2.9806 1.0418
H 1.2612 -2.5366 4.5458
H 0.4286 -0.5912 5.8527
H -0.2136 1.5006 4.6346
H -0.0670 1.5125 2.1443
C -4.3420 -1.1977 0.0287
Ge -2.8198 -0.5278 1.0067
C -2.8849 1.4040 1.1587
C -2.6549 -1.3921 2.7418
C -1.2372 -1.1219 -0.0403
H -5.2575 -0.9467 0.5641
H -4.2931 -2.2801 -0.0796
H -4.3927 -0.7473 -0.9620
H -2.7882 1.7180 2.1972
H -3.8470 1.7569 0.7904
H -2.1042 1.8912 0.5737
H -2.8966 -0.6866 3.5359
H -1.6506 -1.7770 2.9141
H -3.3472 -2.2304 2.8038
H -1.4455 -1.9695 -0.7082
O 0.6329 3.5438 -1.0544
C 0.5096 2.3714 -1.2438
O 0.4262 1.5168 -0.1761
C 0.4748 1.7621 -2.6150
C 0.3015 0.4093 -2.8711
C 0.3030 -0.1238 -4.1504
C 0.4789 0.7340 -5.2286
C 0.6463 2.0795 -4.9646
C 0.6532 2.6198 -3.6979
N 0.8350 3.0016 -6.1210
O 0.8392 2.5051 -7.2250
O 1.0185 4.1700 -5.8684
H 0.0657 -0.3454 -2.1066
H 0.1698 -1.1837 -4.3093
H 0.4864 0.3818 -6.2492
H 0.7936 3.6794 -3.5412
*
```

Atomic partial charges in e from the Löwdin method, atoms 1 to 2: 1.44, 0.02



Entry 9:
Here is C19H24IrN3O5 as an isolated structure from the Open Molecules 2025 dataset. Energies are from the ωB97M-V functional and the def2-TZVPD basis.

Calculated values
E_tot ... -37634.4293 eV

ORCA input file:
```
! RIJCOSX wB97M-V def2-TZVPD def2/J DEFGRID3
* xyz 1 2
Ir -0.0420 -0.1033 -0.0266
O 5.9270 -0.5672 0.0889
C 4.6074 -0.4034 0.0065
C 3.9302 -0.2853 -1.2171
C 2.5658 -0.1265 -1.1775
N 1.9384 -0.0760 -0.0142
C 2.5429 -0.1823 1.1634
C 3.9030 -0.3462 1.2215
C 1.5596 -0.0803 2.3221
O 1.9133 -0.0866 3.4611
O 0.2755 0.0219 1.9364
C 1.6057 0.0196 -2.3469
O 1.9766 0.0282 -3.4814
O 0.3184 0.1327 -1.9750
H 6.3404 -0.6059 -0.7828
H 4.4368 -0.3178 -2.1734
H 4.4107 -0.4260 2.1726
C -2.6856 -0.3918 -1.3307
N -2.1678 0.0005 0.0055
C -2.7922 -0.8854 1.0182
C -2.5264 1.4106 0.3263
C -1.6404 2.3903 -0.4099
N -0.2258 2.2352 -0.0094
C 0.6309 2.9343 -0.9844
C 0.0172 2.8197 1.3223
H -3.7743 -0.3068 -1.3445
H -2.4000 -1.4241 -1.5247
H -2.2542 0.2381 -2.1044
H -3.8697 -0.7096 1.0402
H -2.3660 -0.6693 1.9962
H -2.5996 -1.9218 0.7579
H -2.4200 1.5315 1.4043
H -3.5768 1.5769 0.0736
H -1.9868 3.4137 -0.2288
H -1.6963 2.2148 -1.4853
H 0.3735 3.9973 -1.0191
H 0.4998 2.5069 -1.9745
H 1.6741 2.8455 -0.6814
H -0.2612 3.8779 1.3217
H 1.0772 2.7413 1.5610
H -0.5377 2.2946 2.0936
C 0.0286 -4.9082 0.0366
C -0.2814 -4.2118 1.1938
C -0.2682 -2.8240 1.2063
C 0.0660 -2.1052 0.0569
C 0.4108 -2.8176 -1.0948
C 0.3776 -4.2084 -1.1042
H 0.0070 -5.9895 0.0299
H -0.5322 -4.7509 2.0981
H -0.4865 -2.3003 2.1286
H 0.6798 -2.3063 -2.0086
H 0.6303 -4.7396 -2.0127
*
```

Atomic partial charges in e from the Löwdin method, atoms 1 to 2: 1.62, 0.13